96
Properties=species:S:1:pos:R:3 method="wB97M-V/def2-TZVPD" gap_ev=6.36 multiplicity=1 de_lowest_kcal_mol=35.8 e_homo_ev=-10.08 charge=+1 total_energy_ev=-154710.834
Pb 0.93 0.45 -0.82
N -1.16 0.58 -2.04
C -1.15 1.09 -3.43
C -0.65 2.53 -3.51
C 0.84 2.66 -3.24
O 1.58 3.14 -4.06
O 1.26 2.19 -2.09
H -1.58 -0.35 -2.00
H -1.74 1.17 -1.44
H -2.16 1.03 -3.85
H -0.52 0.43 -4.02
H -1.20 3.16 -2.79
H -0.85 2.92 -4.50
S -0.36 -1.52 0.29
C -0.29 -2.53 -1.14
N -0.98 -3.64 -1.29
N -1.78 -3.99 -0.33
C -2.56 -5.15 -0.41
C -2.52 -5.99 -1.52
C -3.31 -7.12 -1.54
C -4.14 -7.43 -0.46
C -4.17 -6.59 0.64
C -3.39 -5.45 0.67
N 0.50 -2.32 -2.25
N 1.20 -1.30 -2.39
C 1.98 -1.27 -3.60
C 2.22 -2.45 -4.30
C 2.96 -2.40 -5.46
C 3.46 -1.19 -5.93
C 3.23 -0.02 -5.21
C 2.50 -0.06 -4.04
H -1.86 -3.40 0.49
H -1.88 -5.75 -2.35
H -3.28 -7.78 -2.40
H -4.75 -8.32 -0.49
H -4.81 -6.82 1.48
H -3.41 -4.79 1.53
H 1.83 -3.39 -3.93
H 3.16 -3.31 -6.01
H 4.04 -1.16 -6.84
H 3.62 0.93 -5.56
H 2.38 0.85 -3.47
O 5.92 -4.09 2.03
C 4.98 -3.23 1.61
C 3.74 -3.08 2.23
C 2.85 -2.18 1.70
N 3.10 -1.42 0.63
C 4.29 -1.58 0.07
Br 4.64 -0.48 -1.44
C 5.27 -2.45 0.50
H 5.62 -4.58 2.81
H 3.48 -3.67 3.10
H 1.87 -2.05 2.14
H 6.23 -2.53 -0.01
C -1.85 3.92 3.76
C -2.65 3.92 2.48
C -3.86 4.62 2.45
C -4.62 4.70 1.30
C -4.19 4.10 0.13
C -3.00 3.39 0.15
C -2.22 3.28 1.30
P -0.73 2.25 1.16
C -0.64 1.24 2.68
C 0.44 1.34 3.55
C 0.55 0.50 4.65
C -0.44 -0.44 4.89
C -1.53 -0.53 4.04
C -1.65 0.30 2.93
C -2.88 0.21 2.07
C 0.67 3.41 1.17
C 0.46 4.78 1.26
C 1.49 5.67 0.99
C 2.73 5.20 0.59
C 2.95 3.84 0.49
C 1.94 2.93 0.79
C 2.23 1.49 0.72
H -2.11 4.79 4.36
H -0.78 3.94 3.57
H -2.06 3.03 4.35
H -4.19 5.12 3.35
H -5.55 5.25 1.31
H -4.76 4.17 -0.78
H -2.65 2.91 -0.77
H 1.20 2.10 3.38
H 1.39 0.60 5.32
H -0.37 -1.09 5.75
H -2.31 -1.26 4.24
H -3.38 -0.74 2.21
H -2.64 0.32 1.01
H -3.59 1.01 2.32
H -0.51 5.17 1.53
H 1.31 6.74 1.07
H 3.53 5.89 0.35
H 3.91 3.46 0.17
H 1.98 0.92 1.61
H 3.23 1.24 0.38